1.
{"formula": "CH3N3OS", "method": "ωB97M-V/def2-TZVPD", "smiles": "N#C[S@@](=N)(N)=O", "total_energy_ev": -18434.5314, "de_lowest_kcal_mol": 103.02, "homo_lumo_gap_ev": 10.7168, "largest_force_ha_per_bohr": 0.08704, "species": ["N", "C", "S", "N", "N", "O", "H", "H", "H"], "positions_angstrom": [[0.169914, 1.483962, -2.340320], [0.271658, 0.994172, -1.275500], [-0.331401, 0.314001, 0.298367], [-1.660217, -0.347220, 0.106794], [1.138091, -1.048126, 0.491767], [-0.342974, 1.241902, 1.368855], [-1.767084, -0.847567, -0.846289], [0.782251, -1.464438, 1.329112], [1.739761, -0.326687, 0.867216]], "forces_ev_per_angstrom": [[0.622, -1.277, 2.663], [-0.976, 1.230, -1.811], [0.987, -3.379, -0.435], [-0.196, -1.046, -2.691], [-2.549, 3.532, -1.030], [1.142, 0.782, 0.240], [0.320, 0.931, 2.114], [-0.462, -0.762, 0.816], [1.112, -0.013, 0.133]], "nbo_charge": [-0.2132, -0.0786, 1.9998, -1.0740, -0.8876, -0.8581, 0.4058, 0.3568, 0.3490]}


2.
{"formula": "CH24N2O11", "method": "ωB97M-V/def2-TZVPD", "smiles": "NC(N)=O.O.O.O.O.O.O.O.O.O.O", "total_energy_ev": -26932.1110, "de_lowest_kcal_mol": 17.60, "homo_lumo_gap_ev": 10.8069, "largest_force_ha_per_bohr": 0.06618, "species": ["N", "C", "N", "O", "H", "H", "H", "H", "O", "H", "H", "O", "H", "H", "O", "H", "H", "O", "H", "H", "O", "H", "H", "O", "H", "H", "O", "H", "H", "O", "H", "H", "O", "H", "H", "O", "H", "H"], "positions_angstrom": [[2.016285, -0.609430, 0.107645], [0.973994, -1.355006, 0.409208], [0.236267, -1.046890, 1.501058], [0.634104, -2.308739, -0.370427], [2.113767, 0.289767, 0.487593], [2.361066, -0.774575, -0.823086], [-0.555236, -1.529382, 1.774256], [0.521179, -0.223610, 1.968357], [1.900097, 0.043029, -3.203833], [2.800474, -0.027280, -3.595637], [1.507610, -0.842258, -3.470580], [1.447964, 1.543701, 2.412316], [0.557927, 1.904606, 2.213864], [1.902743, 2.254700, 2.883267], [-1.746676, -3.220785, -1.112487], [-1.641090, -4.172976, -1.146279], [-0.849594, -3.044368, -0.785885], [2.975623, 3.816919, 3.283864], [2.830841, 4.153655, 2.374233], [3.893417, 3.516917, 3.414577], [-1.992169, -0.330372, -2.156077], [-2.108471, -1.266050, -2.128095], [-1.109072, -0.092763, -2.531606], [-3.859135, -2.001067, 0.265984], [-3.276220, -2.429936, -0.391659], [-4.391698, -2.740109, 0.636743], [-1.061790, 1.995589, 1.649863], [-1.780430, 2.635661, 1.998105], [-1.651888, 1.364512, 1.224736], [0.513372, -2.299583, -3.026760], [0.754150, -2.219559, -2.065038], [-0.405627, -2.567403, -3.145737], [2.294855, 3.622236, 0.359414], [1.558787, 4.184112, 0.093057], [1.833741, 2.861397, 0.669281], [-2.943080, 0.609651, 0.278989], [-2.673054, 0.399956, -0.613385], [-3.583032, -0.094267, 0.560157]], "forces_ev_per_angstrom": [[0.913, -0.458, -0.795], [-2.750, -1.895, -0.652], [2.390, 0.605, -1.288], [0.716, 0.718, 1.116], [0.247, 1.183, 0.739], [0.136, 0.273, -0.118], [-1.544, -1.061, 0.207], [0.053, 0.716, 0.956], [0.812, -1.469, -0.823], [-0.865, 0.385, 0.418], [0.059, 1.128, 0.497], [-0.230, 0.077, -0.484], [-0.022, -0.294, 0.145], [0.347, 0.088, 0.246], [0.025, -0.657, -0.301], [-0.765, -0.534, -0.340], [0.528, 1.275, 0.529], [-0.056, -0.049, 0.046], [0.674, -0.420, 0.387], [-0.601, 0.404, -0.562], [0.777, 1.832, -0.481], [0.360, -1.131, -0.076], [-1.029, -0.746, 0.475], [-0.705, -1.076, 0.225], [0.054, 0.100, 0.437], [0.530, 0.857, -0.391], [-1.869, 2.382, 1.305], [2.039, -1.306, -0.693], [-0.379, -0.927, -0.756], [0.502, 0.174, -0.273], [-0.806, -0.396, -0.422], [0.291, 0.021, 0.475], [0.199, 1.230, -0.280], [0.170, 0.243, -0.220], [-0.376, -1.409, 0.636], [-1.025, -0.131, 1.451], [0.206, -0.377, -0.745], [0.993, 0.647, -0.592]], "nbo_charge": [-0.7983, 0.8045, -0.8062, -0.8023, 0.4130, 0.4190, 0.4094, 0.4187, -0.9865, 0.4649, 0.5029, -1.0378, 0.5038, 0.5060, -1.0069, 0.4780, 0.5154, -0.9818, 0.5064, 0.4852, -0.9757, 0.4894, 0.5025, -0.9882, 0.5047, 0.4755, -1.0035, 0.4834, 0.5196, -1.0160, 0.5111, 0.4854, -0.9522, 0.4728, 0.4813, -1.0158, 0.5071, 0.5110]}